13
Properties=species:S:1:pos:R:3:mulliken_charge:R:1 method="wB97M-V/def2-TZVPD" homo_ev=-14.41 total_charge=+1 e_tot_ha=-245.0058 e_above_lowest_ev=1.681 orbital_gap_ev=10.72 lumo_ev=-3.685
C -0.359 -0.753 2.746 -0.2437
N -0.342 -0.173 1.608 -0.4994
H 0.352 -1.557 2.915 0.2457
H -0.980 -0.400 3.565 0.2449
H -1.261 0.246 1.461 0.2006
H -1.373 0.316 -1.337 0.2466
N 1.169 -0.077 -0.815 -0.2775
C 0.594 0.381 -1.900 0.1269
N -0.683 0.667 -1.989 -0.3084
H 0.675 -0.357 0.060 0.3559
H 2.074 0.355 -0.655 0.2748
H 1.224 0.576 -2.751 0.3508
H -1.092 0.778 -2.909 0.2827